Here is C23H30N2O4 in the gas phase from the Open Molecules 2025 dataset. Energies are from the ωB97M-V functional and the def2-TZVPD basis.

Each atom is followed by the atoms it is bonded to, with distances in Å.
Positions of all 59 atoms, in Å:
1 O -0.5254 -3.8087 1.1215  C2 1.212
2 C -0.0369 -3.1346 0.2409  O1 1.212, C3 1.543, N17 1.348
3 C 1.4317 -3.3292 -0.1912  C2 1.543, O4 1.428, H30 1.096, H31 1.091
4 O 2.2667 -2.2276 0.1657  C3 1.428, C5 1.330
5 C 2.3216 -1.1781 -0.6500  O4 1.330, O6 1.212, C7 1.515
6 O 1.6523 -1.0824 -1.6553  C5 1.212
7 C 3.3476 -0.1539 -0.2107  C5 1.515, C8 1.539, C15 1.530, C16 1.531
8 C 4.6960 -0.5930 -0.8087  C7 1.539, C9 1.528, H32 1.093, H33 1.092
9 C 5.7695 0.4268 -0.4325  C8 1.528, C10 1.528, C14 1.528, H34 1.096
10 C 5.3910 1.7986 -0.9885  C9 1.528, C11 1.528, H35 1.092, H36 1.092
11 C 4.0528 2.2343 -0.3936  C10 1.528, C12 1.528, C16 1.527, H37 1.095
12 C 4.1698 2.3142 1.1279  C11 1.528, C13 1.528, H38 1.092, H39 1.092
13 C 4.5492 0.9409 1.6802  C12 1.528, C14 1.528, C15 1.529, H40 1.095
14 C 5.8890 0.5047 1.0886  C9 1.528, C13 1.528, H41 1.092, H42 1.092
15 C 3.4719 -0.0797 1.3129  C7 1.530, C13 1.529, H43 1.092, H44 1.091
16 C 2.9729 1.2221 -0.7685  C7 1.531, C11 1.527, H45 1.091, H46 1.093
17 N -0.6576 -2.1775 -0.4781  C2 1.348, C18 1.401, H47 1.018
18 C -1.9749 -1.7129 -0.3673  N17 1.401, C19 1.391, C29 1.392
19 C -2.3740 -0.6891 -1.2196  C18 1.391, C20 1.380, H48 1.081
20 C -3.6549 -0.1784 -1.1663  C19 1.380, C21 1.399, H49 1.079
21 C -4.5939 -0.6779 -0.2576  C20 1.399, N22 1.389, C28 1.401
22 N -5.9133 -0.2446 -0.2168  C21 1.389, C23 1.451, C27 1.448
23 C -6.5520 0.0035 1.0619  N22 1.451, C24 1.536, H50 1.087, H51 1.095
24 C -6.3472 1.4689 1.4755  C23 1.536, O25 1.410, H52 1.091, H53 1.102
25 O -6.8447 2.3570 0.4992  C24 1.410, C26 1.412
26 C -6.2241 2.1386 -0.7500  O25 1.412, C27 1.534, H54 1.091, H55 1.101
27 C -6.4238 0.6861 -1.2021  N22 1.448, C26 1.534, H56 1.089, H57 1.096
28 C -4.1793 -1.7186 0.5832  C21 1.401, C29 1.378, H58 1.079
29 C -2.8989 -2.2254 0.5383  C18 1.392, C28 1.378, H59 1.077
30 H 1.4789 -3.4901 -1.2744  C3 1.096
31 H 1.8377 -4.1892 0.3432  C3 1.091
32 H 4.6086 -0.6630 -1.8955  C8 1.093
33 H 4.9632 -1.5794 -0.4227  C8 1.092
34 H 6.7270 0.1093 -0.8601  C9 1.096
35 H 6.1648 2.5269 -0.7365  C10 1.092
36 H 5.3163 1.7516 -2.0771  C10 1.092
37 H 3.7784 3.2171 -0.7921  C11 1.095
38 H 4.9301 3.0480 1.4042  C12 1.092
39 H 3.2196 2.6387 1.5578  C12 1.092
40 H 4.6325 0.9956 2.7711  C13 1.095
41 H 6.6669 1.2204 1.3629  C14 1.092
42 H 6.1738 -0.4701 1.4906  C14 1.092
43 H 2.5135 0.2147 1.7465  C15 1.092
44 H 3.7339 -1.0599 1.7131  C15 1.091
45 H 2.8677 1.1588 -1.8529  C16 1.091
46 H 2.0088 1.5318 -0.3583  C16 1.093
47 H -0.1021 -1.7056 -1.1889  N17 1.018
48 H -1.6668 -0.2806 -1.9281  C19 1.081
49 H -3.9089 0.6242 -1.8406  C20 1.079
50 H -6.1462 -0.6480 1.8323  C23 1.087
51 H -7.6238 -0.1947 0.9536  C23 1.095
52 H -6.8906 1.6944 2.3944  C24 1.091
53 H -5.2716 1.6501 1.6338  C24 1.102
54 H -6.6917 2.8358 -1.4472  C26 1.091
55 H -5.1490 2.3636 -0.6738  C26 1.101
56 H -5.9611 0.5056 -2.1710  C27 1.089
57 H -7.5000 0.4985 -1.2941  C27 1.096
58 H -4.8797 -2.1611 1.2743  C28 1.079
59 H -2.6112 -3.0276 1.1967  C29 1.077

Summary:
SMILES = O=C(COC(=O)[C@]12C[C@H]3C[C@H](C[C@H](C3)C1)C2)Nc1ccc(N2CCOCC2)cc1
Gap between HOMO and LUMO = 0.290 Eh
E_tot = -1304.9575 Eh
Highest occupied orbital energy = -7.3 eV
Relative energy (zero: lowest compared OMol25 entry of this formula, charge and spin) = 11.1 kcal/mol

Atomic partial charges in e from the natural (NBO) method, atoms 1 to 8:
1 O -0.603
2 C 0.647
3 C -0.164
4 O -0.494
5 C 0.845
6 O -0.641
7 C -0.148
8 C -0.394